(1)
Computed, not measured: 2 unconnected molecules or ions with the total composition C20H25BrCl2N4O5S, with ωB97M-V/def2-TZVPD.

For the total energy, the calculation gives -5264.71782 Ha. Its LUMO energy is -0.0307 Eh. Its HOMO-LUMO gap is 8.4 eV. Its SMILES is C[C@@H](O)CNCCOc1c(Br)c(CN)c(N=C=S)c2c1C(=O)N(C[C@@H]1CO1)C2=O.ClCCCl. As for the maximum force: 0.0899 hartree/bohr.

CARTESIAN COORDINATES (ANGSTROEM)
1 C -0.903 4.353 -1.484
2 C -1.914 3.581 -2.410
3 O -2.477 4.444 -3.430
4 C -1.325 2.285 -3.081
5 N -0.539 1.445 -2.124
6 C -1.248 0.154 -1.923
7 C -0.497 -0.730 -0.851
8 O 0.364 -1.631 -1.603
9 C 1.466 -2.022 -0.894
10 C 2.838 -1.596 -1.220
11 Br 3.162 -0.367 -2.701
12 C 3.969 -2.070 -0.412
13 C 5.446 -1.595 -0.701
14 N 5.699 -0.255 -0.088
15 C 3.804 -2.994 0.722
16 N 4.922 -3.473 1.544
17 C 4.973 -2.692 2.496
18 S 4.992 -1.546 3.621
19 C 2.457 -3.410 1.053
20 C 1.333 -2.897 0.250
21 C 0.098 -3.519 0.943
22 O -1.022 -3.652 0.541
23 N 0.455 -4.032 2.247
24 C 0.438 -3.100 3.423
25 C -0.110 -1.622 2.932
26 C -0.733 -0.730 4.125
27 O -1.552 -1.429 3.005
28 C 1.883 -4.345 2.153
29 O 2.500 -5.160 2.768
30 H 0.098 3.845 -1.519
31 H -1.311 4.337 -0.445
32 H -0.727 5.419 -1.784
33 H -2.810 3.235 -1.798
34 H -2.026 5.301 -3.410
35 H -0.686 2.534 -3.967
36 H -2.194 1.683 -3.477
37 H 0.345 1.236 -2.592
38 H -1.335 -0.404 -2.899
39 H -2.291 0.387 -1.568
40 H 0.126 -0.111 -0.163
41 H -1.279 -1.321 -0.306
42 H 5.635 -1.543 -1.800
43 H 6.152 -2.287 -0.173
44 H 5.181 0.452 -0.621
45 H 5.327 -0.257 0.867
46 H 1.487 -2.931 3.765
47 H -0.269 -3.401 4.231
48 H 0.488 -1.070 2.124
49 H -0.765 0.372 3.990
50 H -1.229 -1.308 4.930
51 Cl -5.458 1.121 -1.048
52 C -6.300 2.475 -0.252
53 C -5.513 3.763 -0.336
54 Cl -4.028 3.707 0.646
55 H -6.494 2.192 0.782
56 H -7.257 2.595 -0.759
57 H -6.114 4.589 0.045
58 H -5.231 3.993 -1.364


(2)
Computed, not measured: a molecular structure, C12H17F6N3O8PS2, with ωB97M-V/def2-TZVPD.

For the total energy, the calculation gives -2970.71900 Ha. As for the charge: -1. Its LUMO energy is 0.0816 Eh. Its HOMO-LUMO gap is 8.8 eV. As for the maximum force: 0.0293 hartree/bohr.

CARTESIAN COORDINATES (ANGSTROEM)
1 C -3.386 -1.757 -2.334
2 C -1.955 -2.058 -1.860
3 C -1.375 -3.155 -2.774
4 C -0.996 -0.828 -1.818
5 C -1.693 0.520 -2.078
6 C -0.301 -0.692 -0.453
7 O 1.000 -1.316 -0.435
8 C 1.230 -2.370 0.447
9 C 0.319 -3.529 0.275
10 N -0.386 -4.425 0.260
11 C 2.705 -2.801 0.191
12 C 2.864 -3.912 -0.758
13 N 3.050 -4.773 -1.478
14 P 1.151 -1.834 2.239
15 O 1.831 -0.557 2.384
16 O -0.370 -1.877 2.729
17 O 1.777 -3.061 3.050
18 H -3.406 -1.193 -3.269
19 H -3.890 -2.713 -2.522
20 H -3.972 -1.240 -1.569
21 H -2.053 -2.482 -0.854
22 H -1.763 -4.139 -2.487
23 H -0.285 -3.217 -2.685
24 H -1.644 -2.959 -3.817
25 H -0.212 -0.965 -2.572
26 H -2.160 0.550 -3.067
27 H -2.475 0.704 -1.333
28 H -0.972 1.339 -2.032
29 H -0.126 0.363 -0.221
30 H -0.943 -1.093 0.342
31 H 3.215 -3.074 1.116
32 H 3.205 -1.926 -0.234
33 H -0.784 -1.009 2.590
34 H 1.153 -3.795 3.150
35 C 2.799 2.808 1.694
36 F 3.244 1.568 1.878
37 F 3.315 3.599 2.639
38 F 3.237 3.241 0.506
39 S 0.949 2.788 1.752
40 O 0.604 2.351 3.075
41 O 0.556 1.933 0.659
42 N 0.741 4.327 1.478
43 S -0.704 4.955 1.377
44 O -1.428 5.020 2.616
45 O -1.441 4.587 0.198
46 C -0.150 6.687 1.063
47 F 0.570 6.780 -0.059
48 F 0.585 7.161 2.072
49 F -1.230 7.470 0.930